Entry 1:
This record from the Open Molecules 2025 dataset describes the ion C11H15ClN with charge +1. The level of theory is ωB97M-V/def2-TZVPD.

ORCA input file:
```
! wB97M-V def2-TZVPD RIJCOSX def2/J DEFGRID3
* xyz 1 1
C -3.51 0.87 1.46
C -3.28 -0.19 2.29
C -2.52 1.15 0.48
C -2.16 -0.94 2.08
C -1.42 0.39 0.28
C -1.30 -0.78 1.03
C -0.41 0.66 -0.78
C -0.25 -1.64 0.57
C 0.90 0.24 -0.24
C 2.30 0.98 -2.10
C 3.12 -0.57 -0.47
N 1.90 -0.07 -1.25
Cl 0.71 -2.58 1.68
H -4.42 1.40 1.45
H -4.01 -0.53 2.96
H -2.86 1.88 -0.29
H -1.99 -1.87 2.68
H -0.85 0.13 -1.66
H -0.26 1.69 -0.97
H -0.05 -1.99 -0.37
H 1.42 0.71 0.57
H 1.75 1.24 -3.06
H 1.94 1.93 -1.62
H 3.42 1.08 -2.22
H 3.77 0.26 -0.11
H 2.77 -1.26 0.39
H 3.70 -1.30 -1.01
H 1.55 -0.90 -1.78
*
```

Summary:
relative energy (zero: lowest compared OMol25 entry of this formula, charge and spin): 0.0 kcal per mole

Here are the Mulliken charges for atoms 1 to 6, given in e:
1 C -0.589
2 C -0.665
3 C -0.459
4 C -0.390
5 C 0.344
6 C 0.514

=====

Entry 2:
This record from the Open Molecules 2025 dataset describes the molecule C11H15ClN4O. The level of theory is ωB97M-V/def2-TZVPD.

ORCA input file:
```
! wB97M-V def2-TZVPD RIJCOSX def2/J DEFGRID3
* xyz 0 1
C 3.20 -2.37 -2.24
N 1.86 -2.04 -1.73
C 1.43 -0.76 -1.36
O 2.22 0.18 -1.37
N 0.11 -0.50 -0.95
C -0.58 0.66 -1.50
C -1.01 1.63 -0.41
C -0.07 2.14 0.52
C -0.57 2.90 1.59
C -1.90 3.27 1.62
C -2.83 2.79 0.75
C -2.39 1.93 -0.23
N -0.74 -1.57 -0.83
N -1.23 -1.97 0.27
C -0.83 -1.36 1.57
C 0.55 -1.79 2.04
Cl 0.69 -3.56 2.29
H 3.33 -3.44 -2.40
H 3.97 -2.00 -1.58
H 3.32 -1.85 -3.23
H 1.19 -2.80 -1.60
H 0.06 1.22 -2.23
H -1.44 0.28 -2.10
H 0.99 1.91 0.42
H 0.14 3.31 2.24
H -2.20 3.94 2.41
H -3.88 3.05 0.84
H -3.12 1.46 -0.87
H -1.57 -1.68 2.33
H -0.85 -0.25 1.50
H 0.81 -1.25 2.98
H 1.30 -1.48 1.27
*
```

Summary:
SMILES: CNC(=O)N(Cc1ccccc1)/N=N\CCCl
relative energy (zero: lowest compared OMol25 entry of this formula, charge and spin): 0.0 kcal per mole

Here are the Mulliken charges for atoms 1 to 6, given in e:
1 C -0.834
2 N -0.184
3 C 0.345
4 O -0.643
5 N 1.104
6 C -1.224

=====

Entry 3:
This record from the Open Molecules 2025 dataset describes a structure of composition C11H15IN4RhS. The level of theory is ωB97M-V/def2-TZVPD.

ORCA input file:
```
! wB97M-V def2-TZVPD RIJCOSX def2/J DEFGRID3
* xyz 1 1
Rh 0.05 0.10 0.58
C -0.94 -5.12 -2.27
C 0.38 -4.87 -1.56
N 0.23 -4.08 -0.34
C 0.13 -2.75 -0.32
S -0.31 -2.05 1.23
N 0.35 -2.08 -1.42
N 0.22 -0.73 -1.21
C 0.18 0.06 -2.24
C 0.20 -0.43 -3.64
C 0.07 1.51 -1.95
C 0.26 2.48 -2.92
C 0.13 3.81 -2.56
C -0.19 4.14 -1.26
C -0.34 3.11 -0.34
N -0.22 1.83 -0.68
H -0.80 -5.80 -3.11
H -1.36 -4.19 -2.64
H -1.66 -5.57 -1.59
H 1.07 -4.33 -2.21
H 0.86 -5.81 -1.28
H -0.04 -4.56 0.51
H 0.15 -1.51 -3.67
H 1.13 -0.12 -4.13
H -0.63 0.00 -4.20
H 0.52 2.19 -3.93
H 0.27 4.59 -3.30
H -0.32 5.16 -0.94
H -0.59 3.31 0.70
I -0.44 1.15 2.99
C 1.33 0.79 1.88
H 1.95 0.07 2.38
H 1.81 1.73 1.63
*
```

Summary:
relative energy (zero: lowest compared OMol25 entry of this formula, charge and spin): 0.0 kcal per mole

Here are the Mulliken charges for atoms 1 to 6, given in e:
1 Rh 0.319
2 C -1.021
3 C -0.419
4 N -0.202
5 C 0.685
6 S -0.416

=====

Entry 4:
This record from the Open Molecules 2025 dataset describes a structure of composition C11H15MoN3O5. The level of theory is ωB97M-V/def2-TZVPD.

ORCA input file:
```
! wB97M-V def2-TZVPD RIJCOSX def2/J DEFGRID3
* xyz 4 1
Mo -0.11 0.01 -0.17
O -1.29 1.56 0.37
C -1.35 1.93 1.84
C -1.30 0.62 2.59
N -0.12 -0.23 2.16
C 1.17 0.25 2.73
C 2.33 0.21 1.77
O 3.45 0.13 1.74
O 1.56 0.43 0.23
C -0.34 -1.64 2.59
C -1.13 -2.51 1.68
O -1.75 -3.43 1.52
O -0.87 -1.51 0.03
H -1.76 2.21 -0.20
H -2.29 2.45 2.00
H -0.51 2.61 2.00
H -2.20 0.05 2.38
H -1.27 0.81 3.67
H 1.49 -0.35 3.59
H 1.10 1.29 3.07
H -0.86 -1.69 3.56
H 0.61 -2.17 2.71
N 2.39 0.45 -2.66
C 1.22 0.20 -3.20
C 1.14 0.07 -4.63
C -0.05 -0.22 -5.26
C -1.17 -0.37 -4.45
C -1.05 -0.21 -3.05
N 0.09 0.05 -2.40
H 3.22 0.56 -3.24
H 2.52 0.58 -1.66
H 2.06 0.21 -5.21
H -0.10 -0.32 -6.33
H -2.15 -0.60 -4.86
H -1.96 -0.30 -2.46
*
```

Summary:
relative energy (zero: lowest compared OMol25 entry of this formula, charge and spin): 60.2 kcal per mole

Here are the Mulliken charges for atoms 1 to 6, given in e:
1 Mo 2.131
2 O -0.463
3 C -0.392
4 C -0.717
5 N -0.110
6 C -0.464

=====

Number 1: molecular weight 196.701 g mol⁻¹, E -25652.236 eV, largest force on an atom 5.8 eV/A. Number 2: molecular weight 254.721 g mol⁻¹, E -32178.567 eV, largest force on an atom 4.4 eV/A. Number 3: molecular weight 465.146 g mol⁻¹, E -39548.967 eV, largest force on an atom 2.3 eV/A. Number 4: molecular weight 365.197 g mol⁻¹, E -28164.747 eV, largest force on an atom 1.7 eV/A.